No. 1
This record from the OMol25 dataset describes a molecular structure, C7H7MnO6 in a non-equilibrium geometry. The level of theory is wB97M-V/def2-TZVPD.

CARTESIAN COORDINATES (ANGSTROEM)
O (-0.0363, 3.0472, 0.1181)
C (-0.0471, 1.9540, -0.2485)
Mn (-0.0251, 0.0444, -0.7750)
C (-0.0242, -1.7224, -0.3430)
O (-0.0214, -2.8405, -0.0291)
C (-0.0607, -0.3853, -2.5798)
O (-0.1059, -1.0846, -3.5244)
C (1.8203, 0.0157, -0.5823)
O (2.9609, -0.0188, -0.3729)
C (-1.8698, 0.0224, -0.5601)
O (-3.0130, -0.0227, -0.3764)
H (0.0081, 0.8714, -2.3408)
C (1.0228, 0.7159, 4.3478)
C (1.1538, 0.3538, 2.8883)
O (-0.1250, -0.0612, 2.3475)
H (0.3056, 1.5295, 4.4765)
H (1.9896, 1.0379, 4.7362)
H (0.6865, -0.1447, 4.9311)
H (1.4557, 1.2260, 2.2972)
H (1.9072, -0.4332, 2.7392)
H (-0.1387, -1.0338, 2.3369)

Net charge: +3
LUMO (alpha / beta), eV: -14.80 / -17.36
2S+1: 4
ΔE to the lowest compared entry with this formula, charge and spin, kcal/mol: 0.00
<S²>: 3.892

Here are the Löwdin charges for atoms 1 to 8, given in e:
1 O 0.33
2 C 0.05
3 Mn 0.33
4 C -0.06
5 O 0.33
6 C -0.08
7 O 0.36
8 C 0.01

***

No. 2
This record from the OMol25 dataset describes 2 unconnected molecules or ions with the total composition C7H7N in a non-equilibrium geometry. The level of theory is wB97M-V/def2-TZVPD.

CARTESIAN COORDINATES (ANGSTROEM)
C (1.7593, 0.3040, -1.8227)
C (1.1845, -0.9183, -1.5823)
C (0.2806, -0.9713, -0.4813)
N (-0.2314, 0.1184, 0.1817)
C (0.4037, 1.2614, -0.1419)
C (1.4234, 1.3907, -1.0924)
H (2.3558, 0.6563, -2.7296)
H (1.6016, -1.8056, -1.9424)
H (-0.2033, -1.9449, -0.2620)
H (0.1793, 2.2417, 0.3331)
H (1.7224, 2.3733, -1.5753)
C (-3.0657, -0.8540, 3.1792)
C (-2.2762, -0.6464, 2.2676)
H (-3.6005, -0.8497, 4.2207)
H (-1.5339, -0.3555, 1.4474)

Net charge: 0
LUMO, eV: 0.62
ΔE to the lowest compared entry with this formula, charge and spin, kcal/mol: 63.05

Here are the Löwdin charges for atoms 1 to 8, given in e:
1 C -0.13
2 C -0.06
3 C -0.10
4 N 0.02
5 C -0.13
6 C -0.11
7 H 0.13
8 H 0.08

***

No. 3
This record from the OMol25 dataset describes C7H7N in the gas phase in a non-equilibrium geometry. The level of theory is wB97M-V/def2-TZVPD.

CARTESIAN COORDINATES (ANGSTROEM)
C (-1.8263, 0.2260, 0.0245)
C (-1.2259, -0.9414, 0.0364)
C (0.2304, -1.2217, 0.2906)
C (0.9649, 0.0259, 0.1036)
C (0.2482, 1.3249, 0.1629)
C (-1.0754, 1.4458, 0.0597)
C (2.2011, -0.0358, -0.6981)
N (2.5094, 0.0381, 0.5334)
H (-2.8533, 0.3951, -0.0515)
H (-1.9177, -1.8961, -0.0033)
H (0.1798, -1.6550, 1.2465)
H (0.5690, -1.9945, -0.2660)
H (1.0046, 2.2058, 0.1772)
H (-1.6647, 2.3249, 0.0130)
H (2.6558, -0.2420, -1.6288)

Net charge: 0
LUMO, eV: 0.69
ΔE to the lowest compared entry with this formula, charge and spin, kcal/mol: 66.11

Here are the Löwdin charges for atoms 1 to 8, given in e:
1 C -0.13
2 C -0.09
3 C -0.14
4 C -0.38
5 C -0.04
6 C -0.10
7 C -0.08
8 N 0.19

***

No. 4
This record from the OMol25 dataset describes a molecular structure, C7H7N2O6Pb in a non-equilibrium geometry. The level of theory is wB97M-V/def2-TZVPD.

CARTESIAN COORDINATES (ANGSTROEM)
O (0.4129, 0.4569, -4.8596)
C (0.3292, -0.1170, -3.8740)
Pb (-0.4386, -0.6220, -1.4619)
O (-2.7255, 1.3645, -3.4345)
C (-2.1834, 0.6336, -2.7513)
C (-2.3378, -1.3687, -0.0480)
O (-3.0539, -1.3888, 0.8499)
C (1.0397, -2.7084, -0.3468)
O (0.9858, -3.3948, 0.6144)
C (-1.4969, -2.9201, -2.4998)
O (-2.1036, -3.8678, -2.6868)
H (1.8752, -2.8122, -1.0702)
C (1.4305, 3.0130, 1.3853)
N (1.1140, 1.8685, 2.2357)
C (0.5612, 0.7324, 1.7693)
N (0.3451, -0.2485, 2.7042)
O (0.2361, 0.5629, 0.5495)
H (1.1360, 2.8021, 0.3385)
H (2.5118, 3.2135, 1.4408)
H (0.8876, 3.8967, 1.7623)
H (1.3563, 1.8898, 3.2311)
H (-0.2659, -1.0011, 2.4539)
H (0.3843, 0.0157, 3.6980)

Net charge: +3
LUMO (alpha / beta), eV: -15.98 / -16.36

Here are the Löwdin charges for atoms 1 to 8, given in e:
1 O 0.21
2 C -0.04
3 Pb 1.29
4 O 0.26
5 C 0.00
6 C -0.04
7 O 0.22
8 C 0.12

***

No. 5
This record from the OMol25 dataset describes a gas-phase ion, C7H7N2OS (charge +1) in a non-equilibrium geometry. The level of theory is wB97M-V/def2-TZVPD.

CARTESIAN COORDINATES (ANGSTROEM)
C (0.7693, -2.7645, -0.1856)
C (-0.3527, -1.9681, 0.0441)
C (1.9374, -0.7908, -0.4670)
C (-2.3709, -0.5304, 0.1722)
C (-1.1460, 0.2128, 0.0675)
C (2.8511, 0.0627, 0.2856)
C (-1.0083, 1.7198, -0.0698)
N (-0.1209, -0.6528, 0.0146)
N (1.8959, -2.0892, -0.4234)
O (3.9894, -0.3587, 0.2911)
S (-2.0428, -2.2292, 0.1626)
H (0.8449, -3.9096, -0.1640)
H (-3.3861, -0.3498, 0.2144)
H (2.5310, 1.1493, 0.4703)
H (-0.3665, 1.6786, -0.8582)
H (-0.4182, 1.9818, 0.7698)
H (-1.9399, 2.2272, -0.1199)
H (2.7497, -2.4951, -0.5212)

Net charge: +1
LUMO (alpha / beta), eV: -5.52 / -5.52
ΔE to the lowest compared entry with this formula, charge and spin, kcal/mol: 116.65

Here are the Löwdin charges for atoms 1 to 8, given in e:
1 C -0.01
2 C -0.54
3 C 0.10
4 C -0.23
5 C -0.31
6 C -0.23
7 C 0.03
8 N 0.08

***

No. 6
This record from the OMol25 dataset describes a molecular structure, C7H7N3O in a non-equilibrium geometry. The level of theory is wB97M-V/def2-TZVPD.

CARTESIAN COORDINATES (ANGSTROEM)
C (2.9351, -0.4056, 0.0576)
C (-0.8264, -0.8163, 0.0121)
C (1.5608, -0.3250, -0.0624)
C (0.5423, -1.2331, 0.0596)
C (-1.2481, 0.4413, -0.0647)
C (0.8949, 1.4626, -0.3423)
C (-2.6961, 0.9518, 0.0810)
N (4.0914, -0.4406, -0.0095)
N (1.6900, 2.4155, -0.5494)
N (0.9169, -2.5622, -0.0065)
O (-0.4812, 1.5439, -0.2022)
H (-1.5123, -1.6281, 0.2227)
H (-3.4556, 0.4303, -0.3957)
H (-2.6623, 2.1225, -0.0342)
H (-2.9788, 0.7504, 1.2444)
H (1.1771, 3.3244, -0.6924)
H (0.1575, -3.2520, 0.4057)
H (1.8948, -2.7797, 0.2761)

Net charge: 0
LUMO, eV: 0.16
ΔE to the lowest compared entry with this formula, charge and spin, kcal/mol: 92.69

Here are the Löwdin charges for atoms 1 to 8, given in e:
1 C -0.26
2 C -0.01
3 C -0.04
4 C -0.34
5 C -0.31
6 C -0.23
7 C 0.00
8 N 0.15

***

No. 7
This record from the OMol25 dataset describes C7H7N3O2 in the gas phase in a non-equilibrium geometry. The level of theory is wB97M-V/def2-TZVPD.

CARTESIAN COORDINATES (ANGSTROEM)
O (-3.1958, 1.5546, -0.4604)
N (-2.8904, 0.5521, 0.1734)
C (-1.8553, 0.1037, 0.7390)
O (-1.5152, -0.4789, 1.7122)
C (-0.8252, -0.1009, -0.7542)
C (-0.2449, 1.3695, -0.9007)
C (0.9817, 1.2256, 0.0414)
C (1.1758, -0.2179, 0.2094)
C (1.9972, -1.1608, 0.7516)
C (1.3374, -2.3915, 0.4944)
N (0.1607, -2.1566, -0.0794)
N (0.1516, -0.9160, -0.3485)
H (-1.6911, -0.5288, -1.4186)
H (-0.8618, 2.2044, -0.7239)
H (0.1003, 1.5704, -1.8818)
H (0.6942, 1.7849, 0.8991)
H (1.8597, 1.7587, -0.5465)
H (2.9595, -0.8159, 1.0962)
H (1.6614, -3.3567, 0.9972)

Net charge: 0
LUMO, eV: -1.33
ΔE to the lowest compared entry with this formula, charge and spin, kcal/mol: 155.84

Here are the Löwdin charges for atoms 1 to 8, given in e:
1 O 0.03
2 N 0.02
3 C -0.42
4 O 0.14
5 C -0.08
6 C -0.08
7 C -0.09
8 C -0.23

***

No. 8
This record from the OMol25 dataset describes 2 unconnected molecules or ions with the total composition C7H7N3O4 in a non-equilibrium geometry. The level of theory is wB97M-V/def2-TZVPD.

CARTESIAN COORDINATES (ANGSTROEM)
C (-2.9340, 0.0640, -0.6159)
C (-2.2349, 1.2583, -0.3801)
C (-2.2377, -1.1094, -0.7096)
C (-0.8896, 1.2589, -0.1326)
C (-0.8458, -1.1129, -0.5790)
C (-0.1955, 0.0508, -0.2776)
C (1.2167, 0.0545, 0.0669)
N (1.2894, -0.5750, 2.3194)
N (2.1863, -0.9853, -0.3143)
N (1.8553, 1.3937, 0.0204)
O (1.8925, -2.1788, -0.3301)
O (3.2672, -0.5661, -0.6248)
O (2.0946, 1.9758, 1.0387)
O (1.8874, 1.7736, -1.1271)
H (-3.8832, 0.1953, -0.9463)
H (-2.7996, 2.1390, -0.4158)
H (-2.8253, -1.9978, -0.8288)
H (-0.3182, 2.1534, -0.3277)
H (-0.1005, -1.9960, -0.4629)
H (1.3909, -1.5993, 2.1598)
H (2.1840, -0.1967, 2.4675)

Net charge: 0
LUMO (alpha / beta), eV: -1.33 / -2.20
ΔE to the lowest compared entry with this formula, charge and spin, kcal/mol: 79.69

Here are the Löwdin charges for atoms 1 to 8, given in e:
1 C -0.05
2 C -0.04
3 C -0.05
4 C -0.01
5 C 0.00
6 C -0.20
7 C -0.04
8 N 0.16

***

No. 9
This record from the OMol25 dataset describes 2 unconnected molecules or ions with the total composition C7H7N3OS in a non-equilibrium geometry. The level of theory is wB97M-V/def2-TZVPD.

CARTESIAN COORDINATES (ANGSTROEM)
C (1.5588, 0.4671, -0.5536)
C (2.7080, -0.2050, -0.6186)
C (0.9916, -1.1687, -2.1124)
C (-1.5230, 0.3384, 2.6871)
C (0.5656, -0.0535, -1.4646)
C (-1.4481, -0.0880, 0.6283)
C (-0.7219, 0.5420, -1.5320)
N (-1.5604, 0.9201, 1.5201)
N (-1.4488, -1.2747, 1.2449)
N (-1.5322, -1.0049, 2.5398)
O (-0.8982, 1.8457, -1.4278)
S (2.7012, -1.4803, -1.6938)
H (1.2805, 1.3631, -0.0812)
H (3.5015, 0.1044, -0.1036)
H (0.6277, -1.8653, -2.8500)
H (-1.6984, 0.8558, 3.6512)
H (-1.4209, 0.1144, -2.1936)
H (-1.4128, -1.7324, 3.2063)
H (-0.2703, 2.3218, -0.8466)

Net charge: 0
LUMO (alpha / beta), eV: 0.81 / -1.74
2S+1: 3
ΔE to the lowest compared entry with this formula, charge and spin, kcal/mol: 0.18
<S²>: 2.027

Here are the Löwdin charges for atoms 1 to 8, given in e:
1 C -0.13
2 C -0.46
3 C -0.30
4 C -0.21
5 C -0.36
6 C -0.10
7 C -0.24
8 N 0.07

***

No. 10
This record from the OMol25 dataset describes C7H7N3S in the gas phase in a non-equilibrium geometry. The level of theory is wB97M-V/def2-TZVPD.

CARTESIAN COORDINATES (ANGSTROEM)
N (-3.0716, -0.8919, -0.0766)
C (-1.7729, -0.2731, -0.0433)
C (-1.5334, 1.1577, -0.0371)
C (-0.3017, 1.6763, 0.0722)
C (0.8064, 0.7511, -0.0278)
N (2.1327, 1.0532, -0.2526)
C (2.7960, -0.1144, -0.0304)
S (4.4780, -0.2875, 0.0032)
N (1.8832, -1.1311, -0.0517)
C (0.6407, -0.6240, 0.0043)
C (-0.6676, -1.1866, -0.1072)
H (-3.9882, -0.3445, 0.0148)
H (-3.1158, -1.7959, 0.3904)
H (-2.5166, 1.8012, -0.1047)
H (0.0442, 2.7449, 0.2436)
H (2.7073, 1.8304, 0.0309)
H (2.2882, -2.0742, 0.1261)
H (-0.8090, -2.2913, -0.1542)

Net charge: 0
LUMO, eV: 0.73
ΔE to the lowest compared entry with this formula, charge and spin, kcal/mol: 23.57

Here are the Löwdin charges for atoms 1 to 8, given in e:
1 N 0.04
2 C -0.29
3 C -0.08
4 C -0.03
5 C -0.21
6 N 0.11
7 C -0.87
8 S 0.51

***

No. 11
This record from the OMol25 dataset describes C7H7NO in the gas phase in a non-equilibrium geometry. The level of theory is wB97M-V/def2-TZVPD.

CARTESIAN COORDINATES (ANGSTROEM)
C (0.0146, 0.1072, -2.0565)
C (0.1796, 0.6012, -0.8992)
C (1.2671, 0.8323, -0.0081)
C (1.5009, 0.0555, 0.9958)
C (0.6011, -1.0706, 1.0959)
C (-0.6957, -0.9975, 0.9410)
N (-1.2540, 0.2013, 1.1191)
C (-1.1259, 0.8759, -0.1217)
O (-2.1019, 1.3925, -0.6096)
H (0.8343, -0.0965, -2.7281)
H (-0.9620, -0.1848, -2.4339)
H (1.7352, 1.7875, -0.2752)
H (2.4014, 0.2915, 1.6370)
H (1.1577, -2.1356, 1.1677)
H (-1.3621, -1.8687, 0.8889)
H (-2.1900, 0.2088, 1.2870)

Net charge: 0
LUMO, eV: 0.66
ΔE to the lowest compared entry with this formula, charge and spin, kcal/mol: 58.40

Here are the Löwdin charges for atoms 1 to 8, given in e:
1 C 0.09
2 C -0.27
3 C -0.09
4 C -0.10
5 C -0.11
6 C -0.19
7 N 0.10
8 C -0.37

***

No. 12
This record from the OMol25 dataset describes C7H7NO in the gas phase in a non-equilibrium geometry. The level of theory is wB97M-V/def2-TZVPD.

CARTESIAN COORDINATES (ANGSTROEM)
C (2.2784, -0.3752, 0.0361)
C (1.0851, -0.3197, -0.6331)
C (-0.0629, -1.1880, -0.5788)
C (-1.3870, -0.5732, -0.4223)
C (-0.8184, -1.1058, 0.8188)
C (-1.0847, 0.3869, 0.6679)
C (0.1745, 1.2304, 0.5371)
N (3.2650, -0.2626, 0.5770)
O (0.0655, 2.3333, -0.2518)
H (1.1107, 0.3443, -1.5257)
H (0.2279, -2.1337, -1.0082)
H (-2.1205, -0.9652, -1.0854)
H (-1.2088, -1.8056, 1.5216)
H (-1.9506, 1.0008, 0.9802)
H (0.8771, 1.3731, 1.3425)
H (-0.4510, 2.0603, -0.9760)

Net charge: 0
LUMO, eV: 0.62
ΔE to the lowest compared entry with this formula, charge and spin, kcal/mol: 101.01

Here are the Löwdin charges for atoms 1 to 8, given in e:
1 C -0.30
2 C -0.15
3 C -0.19
4 C -0.16
5 C -0.03
6 C -0.15
7 C -0.12
8 N 0.15

***

No. 13
This record from the OMol25 dataset describes C7H7NO in the gas phase in a non-equilibrium geometry. The level of theory is wB97M-V/def2-TZVPD.

CARTESIAN COORDINATES (ANGSTROEM)
C (2.6227, 0.4313, 0.5607)
C (1.3783, 1.1619, -0.0567)
O (1.4248, 2.1869, -0.5534)
C (0.1076, 0.3048, -0.1067)
C (-1.1285, 0.7642, 0.3945)
C (-2.2822, 0.1423, 0.2602)
C (-2.1137, -1.1907, -0.2808)
C (-0.9670, -1.5788, -0.8283)
N (0.1912, -0.9039, -0.6817)
H (2.4443, -0.1397, 1.4222)
H (2.8936, -0.3957, -0.3150)
H (3.4303, 1.1304, 0.5391)
H (-1.1737, 1.9460, 0.9963)
H (-3.1426, 0.3567, 0.5207)
H (-2.9970, -1.5600, -0.5021)
H (-0.6881, -2.6557, -1.3690)

Net charge: 0
LUMO, eV: 0.49
ΔE to the lowest compared entry with this formula, charge and spin, kcal/mol: 58.62

Here are the Löwdin charges for atoms 1 to 8, given in e:
1 C 0.00
2 C -0.45
3 O 0.16
4 C -0.21
5 C -0.05
6 C -0.04
7 C -0.05
8 C -0.16